A cluster of 2 separate species, C5H12BO7PS in total, computed with ωB97M-V/def2-TZVPD.

SMILES: O=S1(=O)OCCO1.COB(O)PCC=O
Molecular weight (g/mol): 258.0
Orbital gap (eV): 9.158
DFT total energy (eV): -40512.79109
2S+1: 1

Each line ends with the Löwdin charge.
Atoms and positions in Å:
1 S -2.729 -1.854 1.017  0.59
2 P 0.302 0.968 -1.079  0.97
3 O -0.631 2.432 1.128  0.13
4 O -3.698 -2.215 1.986  -0.21
5 O 3.872 1.219 0.036  0.04
6 O -3.224 -2.369 -0.408  -0.19
7 O 1.023 3.658 -0.029  -0.02
8 O -1.452 -2.805 1.132  -0.19
9 O -2.265 -0.519 0.905  -0.24
10 C -2.232 -3.212 -1.014  -0.15
11 C 2.097 0.603 -1.439  -0.40
12 C 1.875 4.037 1.061  -0.06
13 C 2.901 0.529 -0.187  -0.35
14 C -1.541 -3.864 0.167  -0.16
15 B 0.264 2.528 0.101  -0.82
16 H -1.077 1.573 1.162  0.06
17 H 2.099 -0.375 -1.935  0.07
18 H 2.507 4.854 0.707  0.09
19 H 1.281 4.376 1.916  0.09
20 H 2.511 3.205 1.374  0.08
21 H -0.538 -4.211 -0.064  0.13
22 H 2.567 -0.194 0.581  0.12
23 H -1.548 -2.590 -1.594  0.13
24 H -0.053 1.500 -2.330  -0.07
25 H -2.730 -3.926 -1.663  0.13
26 H 2.552 1.331 -2.117  0.09
27 H -2.132 -4.680 0.586  0.13

=====

A structure of composition C19H19FeN4O4, computed with ωB97M-V/def2-TZVPD.

Molecular weight (g/mol): 423.2
Orbital gap (spin up / spin down) (eV): 8.403 / 5.867
DFT total energy (eV): -68534.15513
<S²>: 8.76
Charge: +2
2S+1: 6

Each line ends with the Löwdin charge.
Atoms and positions in Å:
1 Fe 0.673 0.112 0.577  1.23
2 O -2.304 4.081 1.487  0.10
3 O -0.816 -0.684 1.303  -0.09
4 O -2.468 -2.232 1.283  0.21
5 O -3.912 5.290 -2.418  -0.03
6 N 2.196 -1.088 1.348  -0.06
7 N -2.835 5.379 -0.292  0.12
8 N 0.228 -1.553 -0.833  0.01
9 N -0.261 1.389 -0.852  -0.04
10 C -2.797 5.741 -1.696  -0.23
11 C -0.836 -2.249 -0.428  -0.17
12 C -0.754 2.452 -0.190  -0.05
13 C -1.880 3.133 -0.605  -0.08
14 C 3.684 -2.768 3.010  -0.20
15 C -0.891 0.972 -1.966  -0.09
16 C -2.360 4.255 0.287  -0.44
17 C -2.044 1.574 -2.416  0.02
18 C -1.311 -3.355 -1.102  0.06
19 C 4.433 -3.701 3.901  -0.01
20 C -1.493 -1.736 0.830  -0.49
21 C -0.638 -3.753 -2.249  0.02
22 C -2.566 2.659 -1.716  0.06
23 C 2.459 -0.746 2.629  -0.10
24 C 2.674 -2.258 0.889  -0.09
25 C 3.414 -3.103 1.679  0.03
26 C 0.875 -1.927 -1.946  -0.13
27 C 3.191 -1.546 3.471  0.03
28 C 0.468 -3.026 -2.677  0.00
29 H -0.975 -4.620 -2.802  0.14
30 H -2.542 1.195 -3.298  0.13
31 H -0.230 2.787 0.700  0.14
32 H -3.225 6.043 0.362  0.16
33 H 1.011 -3.306 -3.569  0.13
34 H 3.777 -4.034 1.263  0.14
35 H 3.374 -1.226 4.487  0.14
36 H 5.412 -3.933 3.479  0.11
37 H 2.446 -2.515 -0.133  0.10
38 H 4.568 -3.290 4.898  0.09
39 H -2.692 6.824 -1.744  0.14
40 H -0.454 0.144 -2.500  0.10
41 H -2.182 -3.867 -0.716  0.15
42 H 1.726 -1.327 -2.247  0.14
43 H -3.491 3.126 -2.033  0.13
44 H 2.058 0.199 2.984  0.12
45 H -1.924 5.281 -2.155  0.13
46 H -4.679 5.854 -2.265  0.11
47 H 3.892 -4.645 3.981  0.11

=====

A structure of composition C39H27F10IN3O4PPtSe, computed with ωB97M-V/def2-TZVPD.

Molecular weight (g/mol): 1223.6
Orbital gap (eV): 5.441
DFT total energy (eV): -166691.87229
2S+1: 1

Each line ends with the Löwdin charge.
Atoms and positions in Å:
1 Pt -0.470 -1.011 1.066  1.05
2 I 0.880 -3.603 -1.894  1.08
3 Se 2.203 1.717 2.791  0.98
4 P -0.351 -0.407 -1.135  0.91
5 F 4.682 -5.424 1.485  0.11
6 F 6.222 -3.415 0.440  0.11
7 F 5.032 -0.985 -0.006  0.12
8 F 2.157 -5.114 1.974  0.06
9 F -1.003 -1.289 -2.285  -0.29
10 F -3.856 2.617 1.362  0.11
11 F -1.227 1.726 -3.388  0.13
12 F -4.276 4.107 -0.814  0.15
13 F 2.524 -0.579 0.562  0.03
14 F -2.727 3.957 -2.954  0.14
15 O 1.289 1.723 1.057  -0.20
16 O 0.968 2.243 3.679  -0.42
17 O 3.383 2.749 2.486  -0.40
18 O 2.563 0.167 2.904  -0.39
19 N -1.867 0.456 1.164  -0.17
20 N -1.214 -1.429 2.963  -0.35
21 N 0.784 -2.603 1.518  -0.17
22 C 3.274 1.330 -3.403  -0.01
23 C 2.310 2.104 -2.857  -0.04
24 C 3.207 -0.085 -3.334  -0.15
25 C 2.981 -1.820 0.764  -0.19
26 C 4.268 -0.787 -3.947  -0.03
27 C 2.124 -0.757 -2.681  -0.15
28 C -3.066 0.023 -1.448  -0.16
29 C -1.105 -2.902 3.046  -0.19
30 C -4.501 -1.882 -0.998  -0.06
31 C 4.319 -2.005 0.481  -0.14
32 C -3.369 3.134 -0.822  -0.16
33 C -1.242 4.329 0.748  -0.05
34 C 0.672 2.830 0.757  -0.35
35 C 4.296 -2.143 -3.954  -0.06
36 C 1.125 0.113 -2.076  -0.24
37 C -5.050 -0.404 -2.782  -0.06
38 C -1.963 1.480 0.292  -0.23
39 C 1.247 1.467 -2.196  -0.10
40 C -3.183 2.344 0.235  -0.18
41 C 0.294 -3.337 2.695  -0.23
42 C 2.198 -2.192 -2.725  -0.58
43 C -2.748 0.383 2.322  -0.18
44 C -0.490 5.332 0.250  -0.06
45 C -2.630 -1.008 2.908  -0.17
46 C 2.807 -4.016 1.527  -0.15
47 C -0.747 2.971 0.971  -0.05
48 C 4.929 -3.219 0.718  -0.15
49 C -5.354 -1.523 -2.028  -0.07
50 C -1.762 0.897 -1.153  -0.25
51 C -0.517 -0.768 4.085  -0.03
52 C -3.374 -1.125 -0.717  -0.06
53 C -2.545 3.031 -2.014  -0.15
54 C 2.125 -2.806 1.280  -0.25
55 C 4.148 -4.221 1.252  -0.15
56 C -3.919 0.351 -2.501  -0.02
57 C 3.245 -2.835 -3.341  -0.19
58 C 1.459 3.896 0.244  0.00
59 C 0.888 5.101 -0.017  -0.02
60 C -1.758 1.972 -2.190  -0.24
61 H 4.120 1.772 -3.915  0.12
62 H 0.502 2.107 -1.756  0.08
63 H -5.685 -0.110 -3.606  0.11
64 H 2.517 3.713 0.122  0.13
65 H -2.717 -1.459 0.070  0.06
66 H -2.258 4.552 1.052  0.12
67 H -1.380 -3.251 4.048  0.14
68 H 1.501 5.916 -0.384  0.12
69 H -0.945 -1.118 5.030  0.11
70 H -2.509 1.153 3.070  0.13
71 H 0.263 -4.415 2.545  0.11
72 H -3.076 -1.064 3.906  0.14
73 H 0.956 -3.159 3.553  0.13
74 H -3.727 1.197 -3.141  0.12
75 H -1.814 -3.314 2.326  0.12
76 H 0.542 -0.991 4.040  0.08
77 H -3.792 0.533 2.042  0.13
78 H 2.342 3.183 -2.917  0.11
79 H -0.932 2.686 2.013  0.15
80 H 5.061 -0.210 -4.406  0.12
81 H 3.263 -3.915 -3.347  0.07
82 H -3.154 -1.712 2.262  0.11
83 H -4.700 -2.767 -0.407  0.11
84 H -0.628 0.311 4.006  0.07
85 H -6.231 -2.117 -2.252  0.11
86 H 5.106 -2.691 -4.415  0.11
87 H -0.911 6.317 0.100  0.11